Record 1
Here is C25H64AlNO13P3 as an isolated structure at a distorted geometry from OMol25. Energies are from wB97M-V/def2-TZVPD.

Last column: Löwdin charge in e.
Atoms and positions in Å:
1 C 6.98249 3.92195 0.26293  -0.07
2 C 6.33004 4.49085 -1.02071  -0.29
3 O 6.23168 5.89012 -0.84122  -0.17
4 C 5.20314 6.47984 -1.63279  -0.22
5 C 4.16969 7.13479 -0.65706  -0.16
6 C 2.97094 6.15509 -0.50191  -0.28
7 C 1.65813 6.81854 -0.04794  -0.31
8 C 0.58529 5.81512 0.51495  -0.30
9 Al 0.78533 3.82713 0.05313  0.12
10 N -0.42274 3.23970 -1.33195  -0.15
11 H 6.20964 3.98164 1.03902  0.07
12 H 7.76024 4.64562 0.54283  0.07
13 H 7.37215 2.91204 0.12598  0.06
14 H 6.99864 4.23793 -1.86820  0.11
15 H 5.36712 3.99264 -1.20003  0.12
16 H 4.71279 5.76105 -2.29720  0.11
17 H 5.61708 7.30243 -2.24280  0.11
18 H 4.65847 7.17579 0.32468  0.11
19 H 3.88409 8.14694 -0.97101  0.10
20 H 3.24542 5.43563 0.27848  0.08
21 H 2.76836 5.63368 -1.44670  0.09
22 H 1.23840 7.44844 -0.84874  0.09
23 H 1.91830 7.50753 0.77935  0.09
24 H 0.61574 5.90353 1.61306  0.02
25 H -0.43230 6.11406 0.20350  0.02
26 H 0.35501 3.01044 1.39915  -0.14
27 H 2.27542 3.33432 -0.29736  -0.11
28 H 0.05762 2.71209 -2.05164  -0.06
29 H -0.86212 4.07508 -1.70904  -0.06
30 O 7.44980 0.89617 1.99423  -0.22
31 P 7.30184 -0.31054 2.86875  0.64
32 O 7.10045 0.37417 4.35071  -0.22
33 C 5.82056 0.95555 4.63423  -0.28
34 C 4.70739 -0.07428 4.69606  -0.08
35 O 8.89050 -0.73996 2.90585  -0.26
36 C 9.86537 -0.11699 2.07582  -0.28
37 C 10.43829 1.12710 2.72723  -0.07
38 O 6.84864 -1.81534 3.39742  -0.23
39 C 7.76138 -2.81283 3.86704  -0.27
40 C 8.47439 -2.45759 5.15692  -0.07
41 H 5.59363 1.71495 3.88086  0.11
42 H 5.90830 1.45858 5.59707  0.12
43 H 4.55590 -0.55387 3.72509  0.07
44 H 3.76627 0.39388 4.98576  0.08
45 H 4.94721 -0.86202 5.41118  0.08
46 H 9.45592 0.09846 1.09007  0.11
47 H 10.66719 -0.84393 1.92340  0.12
48 H 9.66360 1.78038 3.12831  0.07
49 H 11.03608 1.69792 2.01493  0.08
50 H 11.07532 0.85258 3.57092  0.07
51 H 8.46582 -3.07249 3.07763  0.11
52 H 7.15989 -3.70791 4.04076  0.12
53 H 8.97318 -1.49338 5.12476  0.06
54 H 9.22170 -3.21967 5.38527  0.08
55 H 7.76011 -2.40992 5.98198  0.08
56 O -6.41656 -0.98598 -2.39098  -0.24
57 P -5.00354 -0.80762 -2.87864  0.67
58 O -4.85489 0.82006 -2.69933  -0.22
59 C -4.62966 1.31852 -1.37140  -0.28
60 C -3.28975 0.89365 -0.80557  -0.08
61 O -5.36460 -0.94287 -4.48347  -0.26
62 C -6.63262 -1.38627 -4.94790  -0.28
63 C -7.61126 -0.23445 -5.07929  -0.07
64 O -3.38462 -0.96296 -3.19771  -0.22
65 C -2.81128 -0.94863 -4.51050  -0.27
66 C -2.93199 0.37785 -5.23379  -0.07
67 H -5.44358 0.98502 -0.71852  0.10
68 H -4.67454 2.40559 -1.42868  0.12
69 H -3.24073 -0.19557 -0.68111  0.06
70 H -3.11790 1.34820 0.16977  0.09
71 H -2.47798 1.18061 -1.47207  0.06
72 H -7.02613 -2.17723 -4.30997  0.10
73 H -6.47419 -1.83549 -5.93172  0.12
74 H -7.62143 0.40467 -4.19669  0.07
75 H -8.62435 -0.60318 -5.25078  0.07
76 H -7.33038 0.40569 -5.91799  0.07
77 H -3.21735 -1.76865 -5.10282  0.11
78 H -1.75122 -1.17164 -4.37389  0.12
79 H -3.94854 0.75848 -5.27568  0.06
80 H -2.56588 0.27197 -6.25669  0.08
81 H -2.33672 1.13902 -4.72573  0.08
82 O -5.15844 -6.83387 0.49934  -0.23
83 P -5.84897 -5.50476 0.40564  0.63
84 O -6.96899 -5.62772 1.60842  -0.22
85 C -6.50326 -5.48972 2.95271  -0.29
86 C -5.98577 -4.09423 3.25512  -0.09
87 O -6.73261 -5.82228 -0.94439  -0.26
88 C -6.53763 -6.99435 -1.72647  -0.28
89 C -7.36915 -8.15325 -1.21001  -0.08
90 O -6.08571 -3.88171 0.22466  -0.22
91 C -6.99969 -3.29199 -0.72286  -0.27
92 C -8.46193 -3.58538 -0.45409  -0.06
93 H -5.72418 -6.23433 3.14397  0.11
94 H -7.34691 -5.71654 3.60491  0.11
95 H -5.10093 -3.86023 2.65698  0.07
96 H -5.70955 -4.00528 4.30684  0.08
97 H -6.73949 -3.34249 3.02202  0.08
98 H -5.48110 -7.25208 -1.78392  0.10
99 H -6.85122 -6.75462 -2.74538  0.12
100 H -7.28235 -8.27827 -0.13080  0.07
101 H -7.07400 -9.08751 -1.69080  0.08
102 H -8.42763 -7.97926 -1.41441  0.07
103 H -6.71364 -3.57292 -1.73412  0.10
104 H -6.85011 -2.21906 -0.65831  0.09
105 H -8.68123 -4.64462 -0.34516  0.06
106 H -9.06893 -3.19456 -1.27196  0.08
107 H -8.77764 -3.10711 0.47611  0.08

Properties
- gap between HOMO and LUMO (eV) = 5.2
- total charge = -1

***

Record 2
Here is a 5-piece molecular cluster, C25H64N4O9 overall at a distorted geometry from OMol25. Energies are from wB97M-V/def2-TZVPD.

Last column: Löwdin charge in e.
Atoms and positions in Å:
1 C -4.43020 0.66154 -5.75057  -0.11
2 O -5.47648 0.00799 -6.45807  -0.19
3 C -5.99712 -1.20548 -5.95521  -0.22
4 C -6.45116 -1.28925 -4.49471  -0.21
5 N -5.46691 -1.29773 -3.39857  -0.06
6 C -4.53664 -2.46988 -3.45625  -0.19
7 C -3.57072 -2.40105 -2.30056  -0.21
8 O -2.55560 -1.46768 -2.65970  -0.19
9 C -1.78110 -1.10448 -1.55151  -0.11
10 H -4.01060 1.39649 -6.42480  0.08
11 H -3.65869 -0.06095 -5.44605  0.09
12 H -4.83232 1.10421 -4.83476  0.08
13 H -5.28027 -2.00908 -6.16217  0.11
14 H -6.90810 -1.35736 -6.53565  0.12
15 H -6.94930 -2.25603 -4.34376  0.11
16 H -7.20092 -0.52722 -4.26994  0.12
17 H -4.83334 -0.50574 -3.44323  0.07
18 H -4.00385 -2.46952 -4.41507  0.11
19 H -5.14344 -3.37819 -3.35074  0.11
20 H -3.11097 -3.37735 -2.10451  0.10
21 H -4.08345 -1.98603 -1.42498  0.13
22 H -2.38077 -0.55536 -0.80623  0.10
23 H -0.94891 -0.47944 -1.84788  0.09
24 H -1.38263 -1.98112 -1.02231  0.05
25 C -1.69869 2.78883 -4.32478  -0.12
26 O -0.38487 2.36927 -4.57078  -0.18
27 C 0.54160 2.89182 -3.64723  -0.24
28 C 1.86256 2.20060 -3.87878  -0.21
29 N 2.96318 2.93686 -3.24724  -0.05
30 C 4.28060 2.47506 -3.65417  -0.21
31 C 4.61003 1.07622 -3.17505  -0.24
32 O 4.71567 1.13956 -1.77535  -0.22
33 C 5.42332 0.04528 -1.20335  -0.10
34 H -2.18940 2.11130 -3.60886  0.09
35 H -2.33148 2.64048 -5.21017  0.07
36 H -1.78371 3.85463 -4.09308  0.09
37 H 0.14056 2.73217 -2.63348  0.12
38 H 0.63421 3.98332 -3.75768  0.13
39 H 2.00159 2.06411 -4.95014  0.13
40 H 1.76551 1.21877 -3.38152  0.11
41 H 2.91667 2.74409 -2.24766  0.09
42 H 5.02193 3.19645 -3.31681  0.12
43 H 4.34769 2.46718 -4.74932  0.12
44 H 5.60479 0.82542 -3.57303  0.12
45 H 3.88549 0.33673 -3.52700  0.12
46 H 6.50497 0.22395 -1.20558  0.09
47 H 5.15311 -0.87962 -1.72267  0.09
48 H 5.12726 -0.03970 -0.15557  0.08
49 C 3.59219 4.76895 9.98997  -0.14
50 O 2.69131 4.31811 9.03364  -0.18
51 C 1.84474 3.31730 9.51608  -0.25
52 C 0.68976 2.99239 8.59446  -0.22
53 N 0.98959 2.31910 7.33277  -0.06
54 C 1.76301 3.13631 6.36115  -0.19
55 C 1.52793 2.57813 4.95849  -0.25
56 O 2.19085 3.37029 4.00693  -0.17
57 C 1.92703 2.94704 2.70968  -0.13
58 H 4.28396 3.99319 10.37295  0.09
59 H 3.15859 5.22084 10.89656  0.09
60 H 4.24802 5.51141 9.53132  0.09
61 H 1.39703 3.64972 10.47267  0.12
62 H 2.40713 2.40584 9.78373  0.13
63 H 0.08412 3.88918 8.42596  0.12
64 H -0.02675 2.35729 9.13065  0.11
65 H 1.49009 1.46090 7.52286  0.10
66 H 2.83012 3.09254 6.61364  0.12
67 H 1.50582 4.19615 6.37141  0.12
68 H 0.46162 2.41436 4.76776  0.12
69 H 1.98814 1.56583 4.99428  0.12
70 H 2.06932 1.86985 2.55069  0.07
71 H 2.60621 3.43534 2.01138  0.09
72 H 0.89991 3.18067 2.40654  0.09
73 C -3.43636 -6.13705 -1.89236  -0.10
74 O -2.36726 -5.26086 -1.66819  -0.23
75 C -1.12353 -5.90189 -1.71259  -0.24
76 C -0.07328 -4.88326 -1.42228  -0.21
77 N -0.25027 -4.33099 -0.08718  -0.06
78 C 0.54538 -3.16185 0.19816  -0.22
79 C 0.48318 -2.85375 1.68317  -0.22
80 O 1.37709 -1.79727 1.97140  -0.23
81 C 1.47145 -1.47300 3.36232  -0.08
82 H -3.21791 -6.95049 -2.58892  0.09
83 H -4.24744 -5.52776 -2.29219  0.08
84 H -3.79029 -6.57551 -0.95114  0.10
85 H -0.94595 -6.36040 -2.69125  0.13
86 H -1.06081 -6.68518 -0.94109  0.13
87 H -0.19482 -4.09270 -2.19439  0.13
88 H 0.93948 -5.28267 -1.50567  0.12
89 H -1.23354 -4.17921 0.10096  0.11
90 H 0.07853 -2.31422 -0.32436  0.08
91 H 1.58331 -3.29299 -0.10693  0.13
92 H 0.61214 -3.76122 2.28920  0.13
93 H -0.54941 -2.50421 1.88761  0.13
94 H 0.50981 -1.12164 3.75579  0.10
95 H 2.19772 -0.66658 3.42448  0.08
96 H 1.79660 -2.35789 3.91676  0.09
97 C 1.89544 0.64034 -0.36828  -0.16
98 O 0.83135 0.60987 0.53978  -0.13
99 H 2.05865 -0.35355 -0.80892  0.08
100 H 1.56783 1.32651 -1.14442  0.06
101 H 2.85681 0.93455 0.05775  0.07
102 H 0.94728 -0.06996 1.22377  0.04

Properties
- energy relative to the best compared isomer or geometry (same formula, charge and spin) (kJ/mol) = 91.31
- gap between HOMO and LUMO (eV) = 9.3
- total charge = 0